[1]
DFT (the ωB97M-V functional and the def2-TZVPD basis) results for a cluster of 2 separate species, C5H10NO in total at a distorted geometry.

Calculated values
Strongest force on any atom (eV Å⁻¹): 4.33
HOMO energy (spin up / spin down) (eV): -12.758 / -12.864
Calculated total energy (a.u.): -326.05339
Molecular weight (g mol⁻¹): 100.14
Total charge: +1

```
17
C5H10NO (the ωB97M-V functional and the def2-TZVPD basis)
H 0.230 2.985 -0.335
H 0.130 2.391 1.146
N -0.164 0.990 -0.478
H 1.580 1.868 0.399
C -2.337 -1.011 0.222
C 0.541 2.144 0.175
H 0.579 -2.551 -0.675
C 0.936 -1.496 -0.680
H -0.032 1.017 -1.560
H 1.540 -1.294 -1.520
H 0.830 -1.972 1.495
H 1.918 -0.581 1.192
H -1.221 0.991 -0.413
H -2.852 -1.936 0.514
C 1.106 -1.099 0.772
C 0.128 -0.433 -0.078
O -2.913 -0.011 -0.175
```

***

[2]
DFT (the ωB97M-V functional and the def2-TZVPD basis) results for the molecule C4H10N2 at a distorted geometry.

Calculated values
Strongest force on any atom (eV Å⁻¹): 2.71
HOMO energy (eV): -7.728
Calculated total energy (a.u.): -267.86539
Molecular weight (g mol⁻¹): 86.14

```
16
C4H10N2 (the ωB97M-V functional and the def2-TZVPD basis)
C 1.041 0.481 1.255
H -1.282 -0.145 0.892
H -1.038 -1.130 -2.474
C 0.729 0.856 -0.224
N 0.497 -0.866 1.580
H -2.387 -0.512 -0.342
C -0.484 0.191 -0.892
N -1.565 -0.008 -0.065
H 0.408 1.159 1.835
H 0.682 -0.511 -2.485
H 2.098 0.566 1.499
C -0.324 -0.409 -2.095
H 1.594 0.379 -0.695
H 0.421 1.903 -0.291
H 0.917 -1.312 2.390
H 0.777 -1.472 0.816
```

***

[3]
DFT (the ωB97M-V functional and the def2-TZVPD basis) results for the molecule C4H9NOS at a distorted geometry.

Calculated values
Strongest force on any atom (eV Å⁻¹): 5.31
HOMO energy (eV): -8.657
Calculated total energy (a.u.): -685.81081
Molecular weight (g mol⁻¹): 119.19

```
16
C4H9NOS (the ωB97M-V functional and the def2-TZVPD basis)
H -0.132 -0.798 -1.520
H 1.653 -1.477 -0.778
H -0.258 1.637 1.219
C -1.208 0.359 -0.416
H -1.282 0.998 -1.253
O 0.775 2.046 -0.278
H -0.961 -1.788 -0.363
H 0.456 -0.333 1.874
H 1.583 1.509 -0.501
H 3.093 -0.949 0.373
C -0.025 1.076 0.403
N 1.985 -0.555 -0.057
C -0.459 -0.870 -0.420
S -2.906 0.233 0.050
H -2.895 -0.808 1.031
C 0.581 -0.281 0.636
```

***

[4]
DFT (the ωB97M-V functional and the def2-TZVPD basis) results for a structure of composition C11H30ClIOP3Sn at a distorted geometry.

Calculated values
Strongest force on any atom (eV Å⁻¹): 5.65
HOMO energy (spin up / spin down) (eV): -17.080 / -17.084
Calculated total energy (a.u.): -2507.27633
Molecular weight (g mol⁻¹): 552.35
Total charge: +3

```
48
C11H30ClIOP3Sn (the ωB97M-V functional and the def2-TZVPD basis)
H 3.304 -1.589 0.157
H 1.939 -3.156 -2.932
H 3.658 -1.431 1.927
H -3.783 1.962 0.707
H -0.067 -0.319 3.081
H -1.089 3.918 2.867
C -1.302 -1.639 0.755
H 0.447 3.530 2.101
H -3.512 2.872 2.172
P 1.622 -0.144 1.209
H 1.345 -0.268 -4.000
H 3.821 0.864 2.398
H -0.364 2.368 3.140
Sn -1.395 1.125 -1.401
H -3.024 -0.415 0.301
H -0.400 -3.547 -3.407
C -3.070 2.088 1.523
H -3.085 1.146 2.086
H 1.029 -1.833 2.872
H -1.796 -2.540 -3.010
H -0.544 4.216 -0.490
H 2.274 -2.427 1.342
H -3.544 -2.074 0.577
O -0.798 -2.380 1.503
C 0.959 -0.701 2.876
C 1.824 -2.431 -2.115
C 2.844 -1.511 1.155
H 3.886 0.908 0.652
P 0.240 -1.487 -2.251
I 3.309 0.581 -0.959
H 1.855 -3.019 -1.191
C -2.673 -1.457 0.197
H 0.722 -1.899 -4.567
Cl -2.825 1.344 -3.151
H -2.099 3.625 -1.055
H 1.511 -0.437 3.811
C -0.541 3.116 2.350
C 0.510 -0.984 -3.984
H -1.009 -3.499 -1.722
C -0.842 -2.909 -2.630
H 2.681 -1.755 -2.092
H -2.720 -1.616 -0.909
P -1.396 2.395 0.882
H 2.878 2.167 1.770
C 3.182 1.088 1.547
H -0.383 -0.461 -4.351
H -2.035 4.727 0.402
C -1.548 3.887 -0.143
```